This record from the Open Molecules 2025 dataset describes 2 unconnected molecules or ions with the total composition C4H11NO2Si in a non-equilibrium geometry. The level of theory is ωB97M-V/def2-TZVPD.

Properties
LUMO: 0.4 eV
E: -653.66056 a.u.
Highest occupied orbital energy: -7.06 eV

Each line ends with the Löwdin charge.
Cartesian coordinates (Å):
C: -2.51324 1.29517 -1.27163  -0.362
C: 0.29025 -1.93915 -1.54683  -0.184
C: -0.98460 -0.76813 2.35191  -0.123
C: 1.94285 1.17512 0.21715  -0.144
N: -1.29686 1.37580 -1.43940  -0.090
O: 0.43192 -1.51339 -0.25113  -0.201
O: 0.06014 -0.09539 1.76167  -0.212
Si: 0.49693 0.02969 0.27525  0.567
H: -3.21172 1.97385 -1.82252  0.039
H: -3.03680 0.58414 -0.49259  0.053
H: 0.92358 -1.49135 -2.39365  0.112
H: -0.65573 -1.76472 -1.94906  0.052
H: 0.54379 -3.01538 -1.59791  0.094
H: -0.62957 -1.32300 3.23736  0.104
H: -1.39952 -1.31267 1.56664  0.050
H: -1.82943 -0.02343 2.59975  0.121
H: 1.79250 2.18883 -0.28775  0.070
H: 2.23149 1.46036 1.17317  -0.005
H: 2.91744 0.79529 -0.20309  0.058

Forces on atoms 1 to 2 (eV/Å):
C -2.09 -1.02 1.69
C 2.10 -1.36 -2.86